C19H15BrIrNO6S3 | the ωB97M-V functional and the def2-TZVPD basis

Computed properties:
E	-139108.067	eV
charge	-1
spin multiplicity	6
F_max	0.345	eV/Å

XYZ file:
```
46
C19H15BrIrNO6S3 | OMol25 | the ωB97M-V functional and the def2-TZVPD basis
Ir -1.37 2.04 -1.28
Br -0.18 1.37 7.52
C -0.40 1.53 5.64
C -1.67 1.43 5.10
C -1.82 1.55 3.73
C -0.72 1.75 2.91
C 0.55 1.85 3.48
C 0.72 1.74 4.85
C -0.88 1.85 1.42
O -2.04 1.79 0.94
O 0.14 1.97 0.70
H -2.52 1.27 5.74
H -2.80 1.47 3.27
H 1.40 2.01 2.82
H 1.70 1.81 5.30
O -1.97 1.40 -3.55
S -2.86 0.48 -2.76
O -3.77 -0.29 -3.56
O -1.93 -0.34 -1.92
O -3.53 1.41 -1.78
S -1.20 4.19 -1.36
N 0.68 1.50 -2.10
S 1.68 0.27 -1.91
C 1.47 -0.52 -0.32
C 0.29 -1.15 0.04
C 0.18 -1.68 1.32
C 1.23 -1.57 2.22
C 2.41 -0.95 1.84
C 2.53 -0.41 0.57
C 1.10 -1.04 -2.98
C 1.61 -2.32 -2.83
C 1.20 -3.31 -3.71
C 0.29 -3.01 -4.72
C -0.21 -1.73 -4.85
C 0.21 -0.72 -3.98
H 1.24 2.34 -2.14
H -0.53 -1.21 -0.66
H -0.75 -2.15 1.62
H 1.13 -1.98 3.21
H 3.23 -0.86 2.54
H 3.44 0.11 0.27
H 2.30 -2.55 -2.03
H 1.59 -4.32 -3.60
H -0.04 -3.79 -5.39
H -0.95 -1.50 -5.60
H -0.21 0.27 -4.04
```


C4H6ClNO3 | the ωB97M-V functional and the def2-TZVPD basis

Computed properties:
E	-24392.191	eV
charge	0
spin multiplicity	1
F_max	4.129	eV/Å

XYZ file:
```
15
C4H6ClNO3 | OMol25 | the ωB97M-V functional and the def2-TZVPD basis
C 1.68 -1.38 -0.18
C 0.99 -0.26 -0.09
C -0.80 1.16 -0.81
C -2.98 -0.01 0.66
N -2.40 -1.13 0.14
O -2.89 -1.77 -0.74
O -1.26 -1.41 0.65
O -0.08 0.05 -0.95
Cl -4.41 0.59 0.00
H 2.36 -1.87 0.49
H 1.16 -1.83 -0.99
H 1.22 0.61 0.50
H -0.79 1.75 0.01
H -1.61 1.25 -1.54
H -2.59 0.26 1.62
```


C4H8O2 | the ωB97M-V functional and the def2-TZVPD basis

Computed properties:
E	-8368.867	eV
charge	0
spin multiplicity	1
F_max	2.504	eV/Å

XYZ file:
```
14
C4H8O2 | OMol25 | the ωB97M-V functional and the def2-TZVPD basis
O 0.77 0.37 1.92
C -0.46 0.15 1.43
C -0.43 -0.91 0.07
C -0.84 -0.24 -1.25
C 0.59 -0.49 -0.89
O 1.61 0.85 -0.34
H 1.40 0.75 0.87
H -0.92 1.04 0.95
H -1.19 -0.31 2.13
H -0.62 -1.96 0.34
H -1.21 0.78 -1.10
H -1.29 -0.72 -2.12
H 1.36 -1.01 -1.44
H 1.23 1.72 -0.55
```


C20H50HfNO13 | the ωB97M-V functional and the def2-TZVPD basis

Computed properties:
E	-50923.058	eV
charge	+3
spin multiplicity	1
F_max	6.125	eV/Å

XYZ file:
```
85
C20H50HfNO13 | OMol25 | the ωB97M-V functional and the def2-TZVPD basis
Hf -3.91 -1.50 -0.24
N -0.64 0.05 -0.72
O 0.25 -0.56 -1.32
O -0.40 1.10 -0.11
O -1.81 -0.46 -0.64
C -0.84 4.35 -1.21
O -1.33 4.21 -2.53
C -1.47 2.90 -2.99
C -0.17 2.18 -3.36
O 0.26 2.62 -4.61
C 1.56 2.15 -4.92
H 0.01 3.72 -0.95
H -1.63 4.18 -0.47
H -0.53 5.39 -1.12
H -2.05 3.06 -3.91
H -2.10 2.29 -2.32
H -0.33 1.09 -3.35
H 0.56 2.45 -2.59
H 1.47 1.09 -5.18
H 2.26 2.21 -4.07
H 1.97 2.70 -5.76
C -6.22 -3.71 -1.69
O -4.85 -3.25 -1.65
C -4.02 -4.19 -2.38
C -2.66 -3.55 -2.56
O -2.30 -2.96 -1.29
C -1.16 -3.64 -0.70
H -6.58 -4.00 -2.67
H -6.91 -2.98 -1.26
H -6.33 -4.57 -1.02
H -4.45 -4.40 -3.36
H -3.96 -5.08 -1.74
H -2.84 -2.73 -3.26
H -1.91 -4.21 -2.98
H -1.15 -3.38 0.36
H -0.25 -3.31 -1.20
H -1.20 -4.72 -0.84
C 2.16 0.62 2.73
O 1.64 -0.46 3.44
C 2.21 -1.72 3.17
C 1.75 -2.77 4.17
O 2.09 -2.54 5.51
C 3.50 -2.54 5.78
H 1.61 1.52 3.00
H 1.94 0.50 1.66
H 3.24 0.81 2.80
H 3.30 -1.65 3.12
H 1.93 -2.04 2.16
H 2.06 -3.79 3.92
H 0.66 -2.71 4.15
H 4.05 -1.80 5.20
H 3.87 -3.54 5.50
H 3.58 -2.46 6.86
C 5.50 4.67 -0.04
O 4.89 3.41 -0.22
C 5.82 2.38 -0.45
C 5.17 1.02 -0.55
O 4.42 0.97 -1.73
C 3.09 0.55 -1.64
H 6.01 4.70 0.93
H 4.71 5.42 -0.04
H 6.13 4.97 -0.88
H 6.61 2.36 0.31
H 6.29 2.58 -1.42
H 4.53 0.81 0.31
H 6.00 0.30 -0.53
H 2.68 0.59 -2.64
H 2.57 1.26 -0.97
H 2.94 -0.45 -1.22
C -1.30 -1.24 2.32
O -2.67 -1.11 1.82
C -3.60 -0.55 2.77
C -3.91 0.82 2.17
O -4.01 0.65 0.72
C -4.23 1.93 0.05
H -1.20 -1.79 3.25
H -0.97 -0.21 2.49
H -0.76 -1.69 1.49
H -3.16 -0.52 3.77
H -4.50 -1.16 2.85
H -3.19 1.59 2.40
H -4.90 1.13 2.51
H -3.29 2.48 0.11
H -5.09 2.43 0.49
H -4.49 1.74 -0.99
```


C3H3N5O | the ωB97M-V functional and the def2-TZVPD basis

Computed properties:
E	-12652.186	eV
charge	0
spin multiplicity	1
F_max	5.191	eV/Å

XYZ file:
```
12
C3H3N5O | OMol25 | the ωB97M-V functional and the def2-TZVPD basis
C -1.21 0.14 -0.02
C -0.38 -1.02 -0.74
C 1.52 -0.07 -0.02
H -2.78 0.10 1.09
H -1.17 -1.81 -1.07
H 2.68 0.25 1.34
N 0.87 -0.95 -0.79
N 2.49 -0.54 0.68
N 1.29 1.30 -0.38
N 0.15 1.74 -0.49
N -1.13 1.44 0.04
O -2.33 -0.57 0.37
```


C4H11NO | the ωB97M-V functional and the def2-TZVPD basis

Computed properties:
E	-7862.324	eV
charge	0
spin multiplicity	1
F_max	3.897	eV/Å

XYZ file:
```
17
C4H11NO | OMol25 | the ωB97M-V functional and the def2-TZVPD basis
C -0.39 2.25 -0.07
C -0.67 0.59 1.60
C 0.39 -0.02 -0.47
C 0.14 -1.50 -0.27
H 0.51 2.91 0.20
H -0.66 2.48 -1.13
H -1.17 2.80 0.59
H 0.32 0.46 2.19
H -1.35 1.38 1.97
H -1.28 -0.30 1.73
H 0.16 0.32 -1.52
H 1.44 0.22 -0.27
H -0.84 -1.65 -0.67
H 0.23 -1.77 0.76
H 0.63 -2.36 -1.91
N -0.45 0.83 0.20
O 1.03 -2.28 -1.00
```


Question: What is the formula in the sixth record?
Answer: C4H11NO


Question: What is the F_max in the sixth record?
Answer: 3.897 eV/Å


Question: Number 6 is which compound?
Answer: C4H11NO


Question: Which of these has the highest E?
Answer: C4H11NO